# C3H2I2N2O

C3H2I2N2O as an isolated structure (ωB97M-V/def2-TZVPD, the Open Molecules 2025 dataset).

Results
HOMO-LUMO gap ... 9.22 eV
F_max ... 0.080 hartree/bohr
LUMO level ... -0.541 eV
ΔE to the lowest compared entry with this formula, charge and spin ... 228.8 kJ/mol
2S+1 ... 1

Structure (XYZ):
```
10
Properties=species:S:1:pos:R:3:forces:R:3:nbo_charge:R:1
C 1.318609 0.247297 -0.038631 0.045 -0.138 -0.499 -0.115
C -0.091894 0.032246 -0.303084 -0.197 0.101 4.122 0.064
C -1.085317 -0.130593 0.915362 1.418 -1.606 -3.227 -0.548
N 1.871889 0.314582 -1.194633 1.534 0.136 -0.013 -0.072
N -0.256299 0.006311 -1.559797 -2.308 -0.461 -0.260 -0.078
O 0.922172 0.154741 -2.093135 0.882 0.316 -2.443 -0.106
I -2.023262 -2.140795 0.781867 0.309 0.980 0.098 0.135
I -2.382921 1.455387 1.085187 -0.386 0.462 0.302 0.250
H 2.057591 0.328044 0.755544 -0.991 -0.044 0.478 0.247
H -0.330565 -0.267218 1.651320 -0.306 0.252 1.442 0.221
```
Forces are in eV/Å.